No. 1
C25H14Cl4N5O4RuS | the ωB97M-V functional and the def2-TZVPD basis

Values from the calculation:
Relative energy (zero: lowest compared OMol25 entry of this formula, charge and spin) ... 0.000 eV
LUMO level (alpha / beta) ... 4.246 / 4.245 eV
HOMO-LUMO gap (alpha / beta) ... 0.168 / 0.243 hartree

The geometry in ORCA input format:
```
! RIJCOSX wB97M-V def2-TZVPD def2/J DEFGRID3
* xyz -2 6
Ru -0.095 0.126 0.437
O -3.357 3.149 2.063
C -3.093 3.047 3.375
C -3.925 3.724 4.272
C -3.697 3.651 5.634
C -2.633 2.901 6.126
C -1.809 2.229 5.238
C -2.015 2.286 3.862
C -1.126 1.558 2.913
O -1.384 1.663 1.649
N -0.149 0.861 3.417
N 0.588 0.255 2.436
C 1.646 -0.444 2.820
C 2.424 -1.099 1.856
C 3.604 -1.837 2.148
C 4.319 -2.409 1.136
C 3.882 -2.256 -0.203
C 2.722 -1.541 -0.416
N 1.996 -0.996 0.553
H -2.650 2.590 1.615
H -4.746 4.302 3.865
H -4.353 4.183 6.315
H -2.451 2.839 7.192
H -0.975 1.635 5.588
H 1.890 -0.488 3.876
H 3.922 -1.928 3.181
H 5.219 -2.971 1.357
H 4.425 -2.681 -1.035
H 2.339 -1.387 -1.422
Cl 1.178 2.215 -5.978
C 1.144 2.126 -4.245
C 1.855 3.032 -3.478
Cl 2.790 4.278 -4.246
C 1.827 2.943 -2.082
Cl 2.719 4.058 -1.100
C 1.088 1.953 -1.427
O 1.039 1.819 -0.140
C 0.342 1.030 -2.224
O -0.365 0.111 -1.585
C 0.393 1.127 -3.607
Cl -0.494 -0.034 -4.545
S -1.349 -1.557 0.851
N -3.053 -4.433 -6.627
C -2.383 -4.196 -5.723
C -1.528 -3.910 -4.605
C -1.934 -3.081 -3.556
C -1.054 -2.869 -2.512
C 0.182 -3.503 -2.554
N 0.583 -4.287 -3.555
C -0.261 -4.481 -4.556
H -2.904 -2.602 -3.574
H -1.288 -2.221 -1.677
H 0.882 -3.361 -1.738
H 0.078 -5.121 -5.365
*
```

Atom charges from the Löwdin analysis, given in e for atoms 1 to 2:
1 Ru 1.134
2 O 0.041

=====

No. 2
C25H15AuF4N8O5P | the ωB97M-V functional and the def2-TZVPD basis

Values from the calculation:
Relative energy (zero: lowest compared OMol25 entry of this formula, charge and spin) ... 0.973 eV
LUMO level (alpha / beta) ... -4.866 / -6.913 eV
HOMO-LUMO gap (alpha / beta) ... 0.203 / 0.163 hartree

The geometry in ORCA input format:
```
! RIJCOSX wB97M-V def2-TZVPD def2/J DEFGRID3
* xyz 1 3
Au -0.151 0.080 -0.388
O 0.419 5.986 0.057
C 0.242 4.672 -0.015
C -1.024 4.066 0.070
C -1.094 2.704 -0.027
N 0.021 2.006 -0.197
C 1.242 2.529 -0.260
C 1.395 3.884 -0.168
C 2.325 1.462 -0.379
O 3.486 1.736 -0.344
O 1.852 0.206 -0.477
C -2.330 1.822 0.098
O -3.409 2.265 0.348
O -2.082 0.508 -0.044
H -0.412 6.470 0.143
H -1.936 4.637 0.206
H 2.380 4.332 -0.221
C 1.384 -1.993 4.977
N 1.185 -2.402 3.607
C -0.142 -2.997 3.459
N -1.197 -2.051 3.850
C -1.021 -1.638 5.228
N 0.316 -1.022 5.310
C 0.442 0.237 4.646
P 0.239 0.092 2.748
C 1.446 -1.351 2.638
C -1.332 -0.940 2.929
H 2.360 -1.529 5.103
H 1.301 -2.851 5.638
H -0.215 -3.883 4.088
H -0.290 -3.291 2.425
H -1.066 -2.501 5.888
H -1.787 -0.921 5.514
H 1.434 0.657 4.824
H -0.314 0.934 5.010
H 2.450 -0.953 2.782
H 1.404 -1.759 1.627
H -1.600 -1.315 1.939
H -2.141 -0.284 3.255
F -3.023 -1.595 -2.301
C -3.999 -1.687 -1.390
C -5.109 -0.902 -1.546
F -5.164 -0.103 -2.602
C -6.162 -0.908 -0.608
C -6.058 -1.894 0.394
C -4.935 -2.671 0.542
F -4.873 -3.502 1.583
C -3.831 -2.541 -0.300
C -2.512 -3.093 0.041
C -1.404 -2.469 -0.419
N -0.463 -1.842 -0.772
C -2.282 -4.115 1.012
N -2.002 -4.913 1.797
F -7.032 -2.039 1.279
C -7.194 0.078 -0.614
C -8.272 0.087 0.314
N -9.150 0.159 1.059
C -7.152 1.222 -1.461
N -7.128 2.184 -2.097
*
```

Atom charges from the Löwdin analysis, given in e for atoms 1 to 2:
1 Au 1.333
2 O 0.138

=====

No. 3
C25H15BF6N3O8S2 | the ωB97M-V functional and the def2-TZVPD basis

Values from the calculation:
Relative energy (zero: lowest compared OMol25 entry of this formula, charge and spin) ... 3.439 eV
LUMO level ... 1.212 eV
HOMO-LUMO gap ... 0.223 hartree

The geometry in ORCA input format:
```
! RIJCOSX wB97M-V def2-TZVPD def2/J DEFGRID3
* xyz -1 1
C -2.795 3.465 -0.924
C -1.557 3.088 -0.208
C -1.442 2.754 1.142
C -0.130 2.387 1.531
C 0.748 2.356 0.419
B -1.648 -1.955 -0.468
C 2.221 2.425 0.569
C 3.084 3.126 -0.310
C 4.475 2.978 -0.231
C 4.973 2.063 0.707
C 6.428 1.669 0.701
F 7.051 2.153 1.823
F 6.620 0.312 0.706
F 7.131 2.147 -0.362
C 4.175 1.485 1.688
C 2.796 1.652 1.598
O -2.178 -1.833 0.807
C -3.457 -1.354 0.605
C -3.623 -1.029 -0.746
C -4.804 -0.517 -1.221
C -5.794 -0.263 -0.258
C -5.610 -0.550 1.104
C -4.423 -1.152 1.558
O -2.419 -1.217 -1.404
S 0.022 3.247 -0.935
H -3.499 3.959 -0.240
H -2.519 4.164 -1.723
H -3.313 2.588 -1.349
H -2.300 2.800 1.818
H 0.147 2.136 2.551
H 2.664 3.760 -1.091
H 5.129 3.470 -0.960
H 4.604 0.822 2.444
H 2.146 1.149 2.318
H -4.906 -0.290 -2.283
H -6.731 0.200 -0.565
H -6.371 -0.307 1.857
H -4.227 -1.458 2.592
O 0.230 -5.072 -1.914
S -0.456 -3.828 -2.245
O -0.199 -3.096 -3.473
C -2.312 -4.235 -2.292
F -2.467 -5.391 -2.963
F -2.751 -4.409 -1.005
F -3.076 -3.292 -2.891
C -0.365 -2.752 -0.786
C -0.068 0.423 0.033
C 1.110 -0.135 -0.346
N 2.015 0.152 -1.420
O 1.947 0.908 -2.376
O 3.301 -0.379 -1.099
N 3.221 -1.085 0.080
C 1.910 -1.136 0.402
C 1.380 -2.339 0.958
N 1.780 -2.759 2.248
O 2.323 -1.944 3.032
O 1.461 -3.938 2.554
C 0.499 -3.155 0.240
H -0.679 1.258 -0.449
H 0.525 -4.226 0.454
*
```

Atom charges from the Löwdin analysis, given in e for atoms 1 to 2:
1 C -0.092
2 C -0.563

=====

No. 4
C25H15Br4N7O4Os | the ωB97M-V functional and the def2-TZVPD basis

Values from the calculation:
Relative energy (zero: lowest compared OMol25 entry of this formula, charge and spin) ... 0.323 eV
LUMO level (alpha / beta) ... -6.863 / -9.019 eV
HOMO-LUMO gap (alpha / beta) ... 0.211 / 0.189 hartree

The geometry in ORCA input format:
```
! RIJCOSX wB97M-V def2-TZVPD def2/J DEFGRID3
* xyz 2 5
Os -0.075 0.442 -0.547
O 0.759 -4.341 5.924
C 0.902 -3.081 5.524
O 1.225 -2.206 6.276
C 0.651 -2.760 4.071
C 1.370 -1.705 3.519
C 1.138 -1.312 2.219
C 0.147 -1.930 1.449
C -0.559 -3.002 2.003
C -0.303 -3.415 3.299
N -0.123 -1.466 0.150
C -0.445 -2.363 -0.841
C -0.738 -1.880 -2.114
C -1.116 -2.669 -3.219
C -1.376 -2.065 -4.424
C -1.251 -0.669 -4.543
C -0.878 0.064 -3.441
N -0.632 -0.510 -2.251
H 0.582 -4.966 5.216
H 2.118 -1.211 4.124
H 1.763 -0.559 1.759
H -1.345 -3.484 1.435
H -0.887 -4.230 3.709
H -0.391 -3.427 -0.657
H -1.200 -3.740 -3.098
H -1.679 -2.655 -5.278
H -1.443 -0.169 -5.481
H -0.787 1.141 -3.495
Br 5.669 2.749 -3.709
C 3.940 2.612 -3.027
C 3.000 3.667 -3.241
Br 3.499 5.185 -4.204
C 1.712 3.571 -2.739
Br 0.428 4.916 -2.979
C 1.325 2.432 -2.017
O 0.145 2.263 -1.515
C 2.282 1.360 -1.804
O 1.862 0.327 -1.133
C 3.578 1.476 -2.312
Br 4.759 0.056 -1.995
N 0.618 3.053 2.736
C 1.217 2.274 1.836
N 0.278 1.601 1.199
C -0.899 2.053 1.746
N -0.713 2.941 2.682
C -2.147 1.584 1.183
C -3.406 1.903 1.684
N -4.505 1.487 1.084
C -4.384 0.759 -0.020
C -3.143 0.424 -0.535
N -2.018 0.828 0.067
H 1.040 3.696 3.392
H 2.282 2.185 1.693
H -3.500 2.504 2.580
H -5.296 0.435 -0.504
H -3.051 -0.172 -1.433
*
```

Atom charges from the Löwdin analysis, given in e for atoms 1 to 2:
1 Os 1.747
2 O 0.159